<a>
Below is a cluster of 2 separate species, C8H16O2 in total, with properties calculated with the ωB97M-V functional and the def2-TZVPD basis.

Output
Orbital gap   10.27 eV
SMILES   C1CCOC1.C1CCOC1
M   144.2 g/mol
Net charge   0
Lowest unoccupied orbital energy   0.9 eV
HOMO   -9.33 eV

```
26
C8H16O2 | OMol25 | the ωB97M-V functional and the def2-TZVPD basis
O 0.544 -1.849 1.886
C 1.390 -0.693 1.761
C 1.133 -2.833 2.691
C 2.170 -0.707 3.114
C 2.357 -2.214 3.347
H 1.908 -0.862 0.798
H 0.732 0.188 1.640
H 0.325 -2.916 3.442
H 1.303 -3.841 2.266
H 3.141 -0.177 3.155
H 1.510 -0.264 3.884
H 2.520 -2.460 4.414
H 3.228 -2.591 2.777
O -1.250 0.230 -3.193
C -1.949 0.522 -1.999
C -1.496 1.444 -3.963
C -1.784 2.048 -1.731
C -1.504 2.659 -3.047
H -3.012 0.364 -2.266
H -1.689 -0.208 -1.208
H -0.695 1.476 -4.727
H -2.464 1.372 -4.494
H -2.715 2.426 -1.266
H -0.945 2.294 -1.053
H -0.510 3.140 -2.977
H -2.248 3.452 -3.251
```

These are the natural (NBO) partial charges, in e, on atoms 1 to 2: number 1, O, carries -0.54; number 2, C, carries -0.08


<b>
Below is a cluster of 3 separate species, C8H16O2 in total, with properties calculated with the ωB97M-V functional and the def2-TZVPD basis.

Output
Orbital gap (alpha / beta)   6.80 / 7.19 eV
M   144.2 g/mol
Net charge   0
Lowest unoccupied orbital energy (alpha / beta)   0.6 / 0.6 eV
HOMO (alpha / beta)   -6.18 / -6.57 eV

```
26
C8H16O2 | OMol25 | the ωB97M-V functional and the def2-TZVPD basis
C 0.471 0.245 0.595
C -0.431 -0.083 -0.386
C -1.691 0.964 1.415
C 0.971 -0.642 1.690
C -1.140 -1.398 -0.453
C -0.815 0.893 -1.459
C 1.768 -0.771 -1.286
C 2.640 0.082 -1.800
O 1.001 1.489 0.575
O -2.984 0.499 1.178
H 1.800 1.514 1.112
H -3.121 -0.319 1.667
H -1.349 0.841 2.443
H -1.582 1.973 1.034
H 1.851 -1.845 -1.477
H 0.846 -0.144 2.655
H 0.457 -1.596 1.724
H 2.033 -0.836 1.524
H -0.883 -2.082 0.351
H -0.898 -1.883 -1.400
H -2.218 -1.220 -0.435
H -0.647 0.434 -2.434
H -1.880 1.125 -1.370
H -0.241 1.814 -1.407
H 3.481 -0.209 -2.439
H 2.562 1.155 -1.618
```

These are the natural (NBO) partial charges, in e, on atoms 1 to 2: number 1, C, carries 0.45; number 2, C, carries 0.10


<c>
Below is a structure of composition C8H16O2, with properties calculated with the ωB97M-V functional and the def2-TZVPD basis.

Output
Orbital gap   8.85 eV
M   144.2 g/mol
Net charge   0
Lowest unoccupied orbital energy   0.6 eV
HOMO   -8.22 eV

```
26
C8H16O2 | OMol25 | the ωB97M-V functional and the def2-TZVPD basis
C 0.739 -0.710 1.951
C 1.000 0.378 0.920
C 1.212 -0.119 -0.542
C 1.708 -1.526 -0.819
C -0.236 0.308 -0.848
C -1.232 -0.679 -1.232
O -2.584 -0.418 -1.018
C -0.251 1.169 0.423
C -1.466 1.270 1.327
H -0.070 -1.391 1.649
H 1.644 -1.312 2.115
H 0.460 -0.266 2.918
H 1.810 1.024 1.287
H 1.887 0.592 -1.047
H 1.097 -2.282 -0.306
H 1.677 -1.745 -1.896
H 2.747 -1.644 -0.478
H -1.118 -0.244 -2.609
H -1.052 -1.697 -0.873
H 0.069 2.187 0.146
H -1.844 0.280 1.620
H -1.212 1.813 2.249
H -2.283 1.814 0.833
H -2.680 0.473 -0.665
O -0.390 1.067 -2.543
H 0.368 1.656 -2.563
```

These are the natural (NBO) partial charges, in e, on atoms 1 to 2: number 1, C, carries -0.63; number 2, C, carries -0.20


Which structure wins on stability? <a> wins.


<a>
Below is a cluster of 2 separate species, C2H9NOS in total, with properties calculated with the ωB97M-V functional and the def2-TZVPD basis.

Output
Orbital gap   9.98 eV
SMILES   NCCS.O
M   95.2 g/mol
Net charge   0
Lowest unoccupied orbital energy   0.8 eV
HOMO   -9.16 eV

```
14
C2H9NOS | OMol25 | the ωB97M-V functional and the def2-TZVPD basis
C -0.351 -0.057 -0.647
C -0.803 1.455 -0.607
S 0.007 2.542 -1.875
N -0.445 -0.859 0.591
H -0.605 -0.628 -1.445
H 0.687 0.098 -0.938
H -1.959 1.667 -0.794
H -0.418 1.981 0.378
H -0.486 2.086 -3.120
H -0.772 -1.776 0.658
H -0.656 -0.232 1.366
H 2.528 -2.106 1.693
H 1.177 -2.191 2.235
O 2.096 -1.978 2.507
```

These are the natural (NBO) partial charges, in e, on atoms 1 to 2: number 1, C, carries -0.23; number 2, C, carries -0.53


<b>
Below is a cluster of 2 separate species, C2H9NOS in total, with properties calculated with the ωB97M-V functional and the def2-TZVPD basis.

Output
Orbital gap   10.02 eV
SMILES   NCCS.O
M   95.2 g/mol
Net charge   0
Lowest unoccupied orbital energy   0.9 eV
HOMO   -9.15 eV

```
14
C2H9NOS | OMol25 | the ωB97M-V functional and the def2-TZVPD basis
C 0.096 0.099 0.249
C 1.449 -0.114 -0.442
S 1.238 -0.273 -2.242
N 0.172 -0.150 1.696
H -0.282 1.069 -0.066
H -0.478 -0.748 -0.101
H 2.042 0.775 -0.327
H 1.974 -0.994 -0.087
H -0.048 0.063 -2.411
H -0.383 0.482 2.265
H 1.085 -0.016 2.105
H -3.669 -0.177 2.851
H -2.373 0.037 2.203
O -3.191 0.529 2.395
```

These are the natural (NBO) partial charges, in e, on atoms 1 to 2: number 1, C, carries -0.23; number 2, C, carries -0.51


Which structure wins on stability? <b> wins.